No. 1
DFT (wB97M-V/def2-TZVPD) results for a 9-piece molecular cluster, C29H30F8N3O24 overall in a non-equilibrium geometry.

Computed properties:
* HOMO-LUMO gap: 0.3456 Ha

The geometry in ORCA input format:
```
! RIJCOSX wB97M-V def2-TZVPD def2/J DEFGRID3
* xyz 1 1
C 4.84545 -0.34389 -6.42474
C 4.58553 -0.86220 -5.38033
N 4.56175 -1.17178 -4.01880
C 5.12363 -2.16381 -3.37642
N 4.80790 -1.96923 -2.06432
C 4.04350 -0.83220 -1.94000
N 3.47656 -0.25152 -0.77486
C 3.81458 -0.24967 -3.24122
H 5.18951 0.16292 -7.32013
H 5.70850 -2.95441 -3.84885
H 5.10263 -2.55377 -1.29198
H 3.93067 -0.71379 0.01764
H 3.76714 0.72690 -0.69600
H 3.24031 0.63226 -3.53128
C 1.75970 -2.83793 -3.58262
C 0.56458 -3.23179 -2.76213
O -0.25566 -3.91397 -3.69182
C 0.60259 -4.46440 -4.60473
O 0.30375 -5.31298 -5.37102
O 1.84751 -3.91221 -4.51720
F -0.10316 -2.13884 -2.32084
H 1.61677 -1.90032 -4.12442
H 2.66508 -2.75953 -2.98850
H 0.79297 -3.88967 -1.92123
C -0.44047 1.53052 -0.32915
C -0.75935 2.76699 -1.11851
O 0.52939 3.27366 -1.43846
C 1.34658 2.19833 -1.49572
O 2.43594 2.20467 -1.99496
O 0.78734 1.10241 -0.92852
F -1.41390 3.68227 -0.36057
H -0.27539 1.73698 0.73012
H -1.20857 0.76831 -0.42060
H -1.31951 2.58413 -2.03753
C -4.81738 -0.67159 2.23847
C -4.33056 0.69814 1.85967
O -2.96634 0.46994 1.53944
C -2.89651 -0.81653 1.08809
O -1.97160 -1.25983 0.48631
O -4.01144 -1.51434 1.40352
F -4.39701 1.54901 2.90400
H -4.62705 -0.90689 3.28628
H -5.87629 -0.81158 2.03433
H -4.84049 1.13544 0.99814
C -1.13238 -1.95294 -6.02523
C -2.34994 -1.27044 -6.57923
O -2.79011 -0.48465 -5.47922
C -1.67546 -0.18505 -4.75568
O -1.61856 0.66527 -3.92778
O -0.62948 -0.97953 -5.10609
F -3.31390 -2.16293 -6.89354
H -1.37453 -2.86912 -5.48680
H -0.39655 -2.18224 -6.79477
H -2.15654 -0.62436 -7.43838
C -3.39775 4.89943 3.16863
C -4.61670 5.59689 2.62954
O -5.06043 6.35502 3.73669
C -3.94428 6.63779 4.46969
O -3.89242 7.46649 5.31214
O -2.89248 5.84722 4.10578
F -5.58461 4.70763 2.29393
H -3.64144 3.96985 3.68877
H -2.66433 4.68435 2.39293
H -4.42088 6.26057 1.78441
C 0.91252 -5.55864 1.68312
C 2.08341 -6.46023 1.95739
O 2.29620 -7.08824 0.70381
C 1.87542 -6.20470 -0.23959
O 2.14518 -6.27968 -1.39535
O 1.11157 -5.21625 0.30781
F 1.77320 -7.40440 2.87199
H -0.04516 -6.06965 1.79436
H 0.91097 -4.67070 2.31214
H 2.99346 -5.93915 2.26416
C -4.70208 3.31470 6.76093
C -5.90596 2.91242 7.56534
O -6.71887 2.25851 6.60680
C -5.86698 1.72494 5.68733
O -6.17124 0.89205 4.89981
O -4.61831 2.26437 5.79451
F -6.56749 3.99463 8.03401
H -4.84139 4.27055 6.25123
H -3.79667 3.36756 7.36234
H -5.69122 2.22955 8.39029
C 6.51908 2.46522 1.11581
C 7.41909 1.32122 1.49253
O 6.77778 0.77831 2.63123
C 5.44790 1.04123 2.48088
O 4.58676 0.51191 3.09771
O 5.23236 1.98495 1.52067
F 8.64687 1.75708 1.84868
H 6.75332 3.37961 1.66315
H 6.53959 2.67997 0.04878
H 7.51427 0.54940 0.72382
*
```

=====

No. 2
DFT (wB97M-V/def2-TZVPD) results for a 2-piece molecular cluster, C4H7F overall in a non-equilibrium geometry.

Computed properties:
* ΔE to the lowest compared entry with this formula, charge and spin: 479.1 kJ/mol
* HOMO-LUMO gap (spin up / spin down): 0.3525 / 0.3100 Ha

The geometry in ORCA input format:
```
! RIJCOSX wB97M-V def2-TZVPD def2/J DEFGRID3
* xyz 0 1
C 1.59756 -0.30272 0.91995
C 2.16885 0.18685 -0.14270
C -1.68645 -0.44754 -0.57559
C -0.95411 0.60428 0.29147
F 3.52238 -0.13182 -0.34529
H 1.63542 -0.77301 1.90508
H 1.57787 0.73062 -0.98673
H -1.54952 -0.42181 -1.62618
H -2.79757 -0.10160 -0.39347
H -1.40821 -1.42945 -0.17331
H -0.99049 1.60491 -0.18644
H -1.11573 0.48129 1.31323
*
```

=====

No. 3
DFT (wB97M-V/def2-TZVPD) results for a 2-piece molecular cluster, C4H8O3 overall.

Computed properties:
* ΔE to the lowest compared entry with this formula, charge and spin: 130.9 kJ/mol
* SMILES: C/C=C/O.O=CO
* HOMO-LUMO gap: 0.3358 Ha

The geometry in ORCA input format:
```
! RIJCOSX wB97M-V def2-TZVPD def2/J DEFGRID3
* xyz 0 1
C 0.43930 -2.50054 -0.78705
C 0.85345 -1.49030 0.24233
O -0.47836 3.44238 -1.07090
C 0.00298 -0.64220 0.81532
O 0.37391 0.23657 1.78658
C -0.56753 2.38633 -0.26604
O -1.18508 2.36733 0.77416
H 1.06861 -2.44077 -1.68298
H 0.52255 -3.52436 -0.40258
H -0.60020 -2.34987 -1.09964
H 1.89725 -1.47035 0.55235
H -0.97614 4.16951 -0.65802
H -1.05540 -0.63468 0.53887
H -0.30442 0.92824 1.84009
H -0.01014 1.53265 -0.66810
*
```

=====

No. 4
DFT (wB97M-V/def2-TZVPD) results for one molecule with the formula C17H22N2O5.

Computed properties:
* ΔE to the lowest compared entry with this formula, charge and spin: 15.6 kJ/mol
* SMILES: CCC(=O)c1ccc(OC[C@@H](O)CN2C(=O)NC(C)(C)C2=O)cc1
* HOMO-LUMO gap: 0.3394 Ha

The geometry in ORCA input format:
```
! RIJCOSX wB97M-V def2-TZVPD def2/J DEFGRID3
* xyz 0 1
C 8.03066 -0.38143 0.59005
C 6.74707 0.16539 -0.02040
C 5.51627 -0.49223 0.57519
O 5.59999 -1.33337 1.44441
C 4.20191 -0.05983 0.04526
C 4.03498 0.93382 -0.92281
C 2.77714 1.28196 -1.35650
C 1.63690 0.65341 -0.84277
C 1.79512 -0.34188 0.12029
C 3.06081 -0.68498 0.54783
H 3.19165 -1.45576 1.29293
H 0.94286 -0.85542 0.53593
O 0.45876 1.07767 -1.35803
C -0.75210 0.57015 -0.85074
H -1.51031 0.90549 -1.56240
H -0.74461 -0.52449 -0.82963
C -1.10683 1.15167 0.53431
O -1.84572 2.32618 0.31258
H -2.29105 2.59404 1.12890
H -0.16887 1.38647 1.06637
C -1.90039 0.15249 1.39910
N -3.23157 -0.04332 0.87884
C -3.60031 -0.99505 -0.02272
O -2.89164 -1.85537 -0.47883
C -5.08122 -0.75169 -0.32859
N -5.36740 0.37153 0.53762
C -4.29072 0.81601 1.21366
O -4.20614 1.74265 1.97920
H -6.25440 0.84353 0.56159
C -5.24296 -0.38417 -1.80497
H -4.85088 -1.18872 -2.42094
H -6.29307 -0.23188 -2.04315
H -4.69375 0.52796 -2.02838
C -5.91207 -1.98067 0.03854
H -5.53804 -2.84196 -0.50793
H -6.95661 -1.82112 -0.21784
H -5.83692 -2.18324 1.10443
H -1.40017 -0.81704 1.43490
H -2.00527 0.55305 2.41222
H 2.63756 2.04830 -2.10253
H 4.88752 1.44465 -1.34165
H 6.74006 -0.00352 -1.09980
H 6.67782 1.24215 0.15239
H 8.03526 -0.21469 1.66418
H 8.10160 -1.45223 0.41699
H 8.89911 0.10551 0.15292
*
```

=====

No. 5
DFT (wB97M-V/def2-TZVPD) results for a 2-piece molecular cluster, C7H14 overall.

Computed properties:
* ΔE to the lowest compared entry with this formula, charge and spin: 152.9 kJ/mol
* SMILES: C=C(C)C.C=CC
* HOMO-LUMO gap: 0.3693 Ha

The geometry in ORCA input format:
```
! RIJCOSX wB97M-V def2-TZVPD def2/J DEFGRID3
* xyz 0 1
C -0.42549 -0.86620 -1.90376
C 0.78964 -0.80142 -1.01030
C 1.35870 -2.11720 -0.54832
C 1.36282 0.35858 -0.69710
C -0.49997 1.54545 1.34780
C -0.69511 2.74250 0.80460
C -1.40174 0.36800 1.14193
H -0.12907 -1.04945 -2.94326
H -1.09966 -1.68071 -1.61130
H -0.99250 0.07044 -1.87694
H -0.83294 -0.51628 0.83739
H 0.57561 -2.80667 -0.20897
H 1.87970 -2.60981 -1.37851
H 2.07462 -1.98086 0.26817
H 2.24124 0.40868 -0.05754
H 0.96432 1.30316 -1.05299
H 0.35202 1.39237 2.01193
H -0.04822 3.58438 1.03063
H -1.51352 2.91920 0.10866
H -2.15085 0.57665 0.37034
H -1.92290 0.12628 2.07490
*
```